Entry 1:
C36H32FeN2OP2S2 | ωB97M-V/def2-TZVPD

XYZ file:
```
76
Properties=species:S:1:pos:R:3
Fe -0.167 -0.427 -2.215
S -1.143 -2.427 -2.584
P -1.816 -1.910 -0.692
C -0.835 -0.630 -0.064
P -1.230 1.025 -0.280
S -1.274 1.581 -2.271
C -2.759 1.524 0.534
C -2.845 1.291 1.910
C -3.993 1.636 2.602
C -5.062 2.213 1.923
C -4.983 2.441 0.559
C -3.829 2.096 -0.140
C 0.069 2.023 0.485
C 1.135 1.448 1.164
C 2.102 2.268 1.745
C 2.012 3.647 1.637
C 0.945 4.222 0.951
C -0.024 3.412 0.384
C -3.573 -1.529 -0.764
C -4.288 -1.502 0.437
C -5.611 -1.092 0.448
C -6.227 -0.706 -0.738
C -5.521 -0.729 -1.931
C -4.193 -1.139 -1.946
C -1.677 -3.363 0.358
C -0.689 -3.460 1.331
C -0.588 -4.620 2.092
C -1.466 -5.673 1.883
C -2.453 -5.576 0.908
C -2.558 -4.425 0.146
H -2.012 0.840 2.439
H -4.056 1.459 3.667
H -5.959 2.486 2.464
H -5.818 2.885 0.034
H -3.773 2.265 -1.209
H 1.198 0.368 1.240
H 2.915 1.823 2.305
H 2.758 4.279 2.104
H 0.861 5.299 0.878
H -0.859 3.865 -0.141
H -3.812 -1.805 1.363
H -6.163 -1.074 1.379
H -7.264 -0.390 -0.729
H -6.005 -0.436 -2.854
H -3.644 -1.163 -2.879
H -0.013 -2.630 1.491
H 0.177 -4.699 2.853
H -1.385 -6.573 2.480
H -3.140 -6.396 0.746
H -3.332 -4.353 -0.611
C 5.834 1.810 -1.022
N 4.382 1.730 -1.179
N 3.739 0.533 -1.385
C 2.487 0.790 -1.847
O 1.681 -0.196 -2.005
C 2.370 2.179 -2.008
C 3.562 2.717 -1.587
C 4.015 4.135 -1.578
C 4.196 -0.702 -0.819
C 4.682 -0.741 0.478
C 5.100 -1.955 1.006
C 5.007 -3.114 0.245
C 4.510 -3.058 -1.049
C 4.112 -1.846 -1.594
H 6.250 0.808 -1.053
H 6.086 2.266 -0.068
H 6.260 2.390 -1.838
H 1.496 2.706 -2.349
H 3.168 4.787 -1.778
H 4.772 4.317 -2.343
H 4.442 4.404 -0.611
H 4.732 0.165 1.068
H 5.490 -1.995 2.015
H 5.328 -4.061 0.660
H 4.439 -3.957 -1.648
H 3.732 -1.786 -2.604
```

Computed properties:
Highest occupied orbital energy (alpha / beta): -10.5 / -10.7 eV
2S+1: 6
LUMO level (alpha / beta): -1.77 / -3.48 eV
ΔE to the lowest compared entry with this formula, charge and spin: 0.0 kcal per mole
Net charge: +1

So, what does the Mulliken scheme give us? The charges, in e, come out as: number 1, Fe, carries -0.11; number 2, S, carries -0.61; number 3, P, carries 1.99; number 4, C, carries -1.52; number 5, P, carries 2.52; number 6, S, carries -0.57; number 7, C, carries 0.72; number 8, C, carries -0.76; number 9, C, carries -0.59; number 10, C, carries -0.55; number 11, C, carries -0.67; number 12, C, carries -0.31; number 13, C, carries 0.32; number 14, C, carries -0.08; number 15, C, carries -0.51; number 16, C, carries -0.66; number 17, C, carries -0.75; number 18, C, carries -0.68; number 19, C, carries 0.22; number 20, C, carries -0.19; number 21, C, carries -0.74; number 22, C, carries -0.49; number 23, C, carries -0.74; number 24, C, carries -0.58; number 25, C, carries 0.25; number 26, C, carries -0.26; number 27, C, carries -0.69; number 28, C, carries -0.45; number 29, C, carries -0.72; number 30, C, carries -0.44; number 31, H, carries 0.35; number 32, H, carries 0.44; number 33, H, carries 0.42; number 34, H, carries 0.46; number 35, H, carries 0.39; number 36, H, carries 0.35; number 37, H, carries 0.45; number 38, H, carries 0.49; number 39, H, carries 0.45; number 40, H, carries 0.39; number 41, H, carries 0.45; number 42, H, carries 0.46; number 43, H, carries 0.43; number 44, H, carries 0.43; number 45, H, carries 0.39; number 46, H, carries 0.38; number 47, H, carries 0.43; number 48, H, carries 0.39; number 49, H, carries 0.41; number 50, H, carries 0.39; number 51, C, carries -1.09; number 52, N, carries 0.21; number 53, N, carries 0.58; number 54, C, carries 0.78; number 55, O, carries -0.83; number 56, C, carries -0.85; number 57, C, carries 0.41; number 58, C, carries -1.81; number 59, C, carries -0.06; number 60, C, carries 0.41; number 61, C, carries -0.85; number 62, C, carries -0.50; number 63, C, carries -0.86; number 64, C, carries -0.34; number 65, H, carries 0.43; number 66, H, carries 0.36; number 67, H, carries 0.35; number 68, H, carries 0.57; number 69, H, carries 0.38; number 70, H, carries 0.45; number 71, H, carries 0.35; number 72, H, carries 0.42; number 73, H, carries 0.42; number 74, H, carries 0.45; number 75, H, carries 0.43; number 76, H, carries 0.51

=====

Entry 2:
C52H120N8O8 | ωB97M-V/def2-TZVPD

XYZ file:
```
188
Properties=species:S:1:pos:R:3
C -0.789 -2.600 0.919
C -0.069 -1.212 1.033
C 0.017 -0.842 2.501
C 0.947 -1.588 3.304
C 2.369 -1.621 2.538
C 2.334 -1.944 1.052
N 1.267 -1.116 0.397
O 1.273 -1.332 -0.982
C 3.645 -1.553 0.490
C 2.273 -3.475 0.872
C -0.848 -0.049 0.353
H -0.721 -2.959 -0.108
H -1.861 -2.603 1.116
H -0.518 -3.413 1.593
H 0.325 0.203 2.476
H -0.987 -0.795 2.922
H 0.523 -2.589 3.376
H 0.960 -1.113 4.284
H 2.926 -2.376 3.093
H 2.852 -0.675 2.783
H 4.522 -1.950 1.002
H 3.602 -1.811 -0.568
H 3.822 -0.551 0.880
H 1.852 -3.663 -0.116
H 3.205 -4.036 0.942
H 1.527 -3.965 1.498
H -0.320 0.899 0.249
H -1.676 0.139 1.036
H -1.282 -0.244 -0.627
H 1.627 -0.506 -1.320
C -1.491 3.431 -7.348
C -1.782 3.799 -5.793
C -2.459 2.598 -5.078
C -2.417 2.611 -3.531
C -0.951 2.769 -3.056
C -0.359 4.073 -3.609
N -0.506 4.064 -5.169
O 0.287 5.027 -5.764
C -0.893 5.386 -2.973
C 1.157 4.148 -3.145
C -2.786 5.016 -5.684
H -1.144 4.293 -7.918
H -2.452 3.208 -7.813
H -0.848 2.552 -7.393
H -3.515 2.636 -5.346
H -2.175 1.641 -5.516
H -2.794 1.677 -3.113
H -3.153 3.235 -3.024
H -0.443 1.934 -3.539
H -0.808 2.766 -1.975
H -0.940 5.215 -1.897
H -0.258 6.198 -3.326
H -1.947 5.548 -3.201
H 1.249 3.640 -2.185
H 1.714 3.644 -3.934
H 1.563 5.158 -3.079
H -3.540 4.933 -6.466
H -2.309 5.921 -6.061
H -3.239 5.104 -4.696
H 0.803 4.452 -6.334
C 3.228 -1.586 -5.898
C 2.315 -0.843 -5.022
C 1.468 0.173 -5.922
C 0.303 -0.436 -6.687
C -0.592 -1.107 -5.701
C 0.172 -2.286 -4.897
N 1.420 -1.744 -4.236
O 2.067 -2.598 -3.452
C -0.793 -2.731 -3.808
C 0.460 -3.391 -5.895
C 3.039 0.068 -3.948
H 3.675 -2.469 -5.442
H 4.037 -0.983 -6.311
H 2.656 -1.979 -6.738
H 1.302 1.135 -5.438
H 2.109 0.466 -6.754
H 0.667 -1.030 -7.525
H -0.160 0.384 -7.235
H -1.357 -1.723 -6.173
H -1.183 -0.447 -5.067
H -0.637 -2.233 -2.851
H -1.819 -2.594 -4.150
H -0.484 -3.720 -3.469
H -0.310 -4.125 -6.133
H 0.592 -2.993 -6.901
H 1.232 -4.047 -5.493
H 3.806 -0.521 -3.446
H 2.381 0.383 -3.138
H 3.506 0.965 -4.356
H 1.820 -2.164 -2.632
C -5.069 3.670 3.313
C -5.661 2.251 2.764
C -5.521 1.139 3.870
C -6.671 1.161 4.867
C -8.011 0.908 4.135
C -8.336 2.089 3.104
N -7.048 2.230 2.236
O -7.172 3.129 1.135
C -9.577 1.718 2.277
C -8.666 3.350 3.915
C -4.709 1.835 1.688
H -5.921 4.319 3.514
H -4.744 4.364 2.538
H -4.305 3.591 4.086
H -5.621 0.125 3.483
H -4.536 1.050 4.329
H -6.634 2.175 5.266
H -6.636 0.389 5.636
H -8.736 0.935 4.949
H -8.126 -0.085 3.702
H -10.511 1.696 2.838
H -9.873 2.297 1.402
H -9.477 0.697 1.911
H -9.688 3.713 4.023
H -8.104 3.443 4.844
H -8.318 4.224 3.364
H -4.516 2.508 0.852
H -5.147 0.972 1.187
H -3.701 1.453 1.853
H -7.342 2.529 0.405
C -1.363 1.901 3.909
C -0.874 3.069 3.215
C -0.362 4.100 4.266
O -0.295 5.448 3.672
C -1.520 6.184 3.571
N 0.210 2.754 2.343
H -0.575 1.243 4.276
H -1.976 1.276 3.260
H -2.040 2.101 4.739
H -1.682 3.416 2.570
H 0.620 3.778 4.615
H -0.839 4.084 5.246
H -2.298 5.606 3.072
H -1.424 7.135 3.045
H -1.923 6.426 4.554
H 0.769 2.068 2.831
H 0.855 3.468 2.037
C 4.668 -3.406 5.682
C 3.867 -2.881 6.870
C 3.990 -1.335 7.253
O 5.302 -1.030 7.800
C 5.659 -1.640 9.022
N 2.481 -3.148 6.644
H 4.473 -4.435 5.382
H 5.671 -3.310 6.099
H 4.723 -2.773 4.796
H 4.296 -3.468 7.682
H 3.410 -1.136 8.154
H 3.726 -0.639 6.457
H 6.583 -1.166 9.353
H 5.833 -2.701 8.844
H 4.910 -1.513 9.803
H 2.273 -4.067 6.281
H 2.129 -2.499 5.955
C 0.975 -7.002 -0.887
C 1.977 -8.231 -0.868
C 2.025 -8.884 0.590
O 2.499 -8.145 1.703
C 3.892 -7.787 1.450
N 1.489 -9.288 -1.699
H 0.118 -7.215 -0.247
H 0.619 -6.995 -1.917
H 1.447 -6.035 -0.711
H 2.896 -7.760 -1.217
H 2.568 -9.829 0.599
H 1.012 -9.150 0.891
H 4.252 -7.519 2.443
H 4.029 -6.899 0.833
H 4.669 -8.529 1.267
H 0.599 -9.482 -1.263
H 2.056 -10.117 -1.805
C 3.575 2.742 0.338
C 4.567 2.674 -0.810
C 5.015 1.274 -0.881
O 5.790 1.231 -2.112
C 6.301 -0.040 -2.500
N 3.851 3.231 -1.963
H 3.992 2.716 1.345
H 2.877 1.907 0.288
H 3.007 3.672 0.376
H 5.511 3.218 -0.794
H 4.120 0.675 -1.049
H 5.667 0.952 -0.069
H 6.303 -0.167 -3.583
H 5.755 -0.783 -1.921
H 7.341 -0.113 -2.181
H 2.866 3.011 -1.955
H 4.163 2.724 -2.779
```

Computed properties:
Highest occupied orbital energy (alpha / beta): -9.9 / -9.9 eV
2S+1: 2
LUMO level (alpha / beta): -2.42 / -6.57 eV
ΔE to the lowest compared entry with this formula, charge and spin: 83.5 kcal per mole
Net charge: +1

Here are the Mulliken charges for atoms 1 to 99, given in e: number 1, C, carries -1.79; number 2, C, carries 1.93; number 3, C, carries -0.18; number 4, C, carries -1.67; number 5, C, carries -2.11; number 6, C, carries 3.10; number 7, N, carries 0.35; number 8, O, carries 1.19; number 9, C, carries -2.44; number 10, C, carries -2.11; number 11, C, carries -1.78; number 12, H, carries 0.14; number 13, H, carries 0.50; number 14, H, carries 0.37; number 15, H, carries -1.15; number 16, H, carries 1.05; number 17, H, carries 0.37; number 18, H, carries 0.55; number 19, H, carries 0.28; number 20, H, carries 0.52; number 21, H, carries 0.47; number 22, H, carries 0.41; number 23, H, carries 0.22; number 24, H, carries -0.01; number 25, H, carries 0.51; number 26, H, carries 0.44; number 27, H, carries 0.05; number 28, H, carries 0.37; number 29, H, carries 0.27; number 30, H, carries -0.24; number 31, C, carries -1.74; number 32, C, carries 1.17; number 33, C, carries -0.86; number 34, C, carries -1.08; number 35, C, carries -0.90; number 36, C, carries 1.27; number 37, N, carries 1.21; number 38, O, carries -0.39; number 39, C, carries -1.67; number 40, C, carries -1.77; number 41, C, carries -1.76; number 42, H, carries 0.44; number 43, H, carries 0.47; number 44, H, carries 0.35; number 45, H, carries 0.48; number 46, H, carries 0.21; number 47, H, carries 0.51; number 48, H, carries 0.48; number 49, H, carries -0.33; number 50, H, carries 0.93; number 51, H, carries 0.42; number 52, H, carries 0.49; number 53, H, carries 0.32; number 54, H, carries 0.31; number 55, H, carries 0.55; number 56, H, carries 0.36; number 57, H, carries 0.48; number 58, H, carries 0.44; number 59, H, carries 0.34; number 60, H, carries 0.36; number 61, C, carries -1.92; number 62, C, carries 1.93; number 63, C, carries -0.62; number 64, C, carries -0.51; number 65, C, carries -1.73; number 66, C, carries 1.53; number 67, N, carries 1.33; number 68, O, carries -0.55; number 69, C, carries -2.03; number 70, C, carries -1.91; number 71, C, carries -1.74; number 72, H, carries 0.35; number 73, H, carries 0.48; number 74, H, carries 0.35; number 75, H, carries -0.34; number 76, H, carries 0.43; number 77, H, carries 0.47; number 78, H, carries 0.24; number 79, H, carries 0.61; number 80, H, carries 0.20; number 81, H, carries 0.17; number 82, H, carries 0.47; number 83, H, carries 0.51; number 84, H, carries 0.42; number 85, H, carries 0.33; number 86, H, carries 0.43; number 87, H, carries 0.35; number 88, H, carries -0.38; number 89, H, carries 0.65; number 90, H, carries 0.43; number 91, C, carries -1.54; number 92, C, carries 1.73; number 93, C, carries -0.99; number 94, C, carries -0.73; number 95, C, carries -1.13; number 96, C, carries 1.66; number 97, N, carries 0.37; number 98, O, carries -0.49; number 99, C, carries -1.95

=====

Entry 3:
C4H12N2S | ωB97M-V/def2-TZVPD

XYZ file:
```
19
Properties=species:S:1:pos:R:3
C 0.954 1.075 -0.278
N -0.203 0.318 -0.610
C -0.942 -0.438 0.334
C -2.405 0.114 0.530
S -3.035 -0.541 2.178
C 2.199 0.192 -0.086
N 2.621 -0.331 -1.355
H 0.812 1.692 0.617
H 1.073 1.807 -1.089
H -0.473 0.015 -1.546
H -1.081 -1.534 0.244
H -0.502 -0.388 1.325
H -3.004 -0.270 -0.297
H -2.569 1.174 0.689
H -3.892 -1.422 1.553
H 1.953 -0.569 0.659
H 2.990 0.849 0.332
H 3.537 -0.741 -1.463
H 1.967 -1.003 -1.739
```

Computed properties:
Highest occupied orbital energy (alpha / beta): -13.1 / -13.0 eV
2S+1: 2
LUMO level (alpha / beta): -3.11 / -7.74 eV
ΔE to the lowest compared entry with this formula, charge and spin: 37.2 kcal per mole
Net charge: +1

So, what does the Mulliken scheme give us? The charges, in e, come out as: number 1, C, carries -0.59; number 2, N, carries 0.08; number 3, C, carries -0.71; number 4, C, carries -0.71; number 5, S, carries -0.16; number 6, C, carries -0.28; number 7, N, carries -0.51; number 8, H, carries 0.32; number 9, H, carries 0.37; number 10, H, carries 0.36; number 11, H, carries 0.36; number 12, H, carries 0.46; number 13, H, carries 0.39; number 14, H, carries 0.35; number 15, H, carries 0.18; number 16, H, carries 0.29; number 17, H, carries 0.38; number 18, H, carries 0.24; number 19, H, carries 0.18

=====

Entry 4:
C4H5NO2 | ωB97M-V/def2-TZVPD

XYZ file:
```
12
Properties=species:S:1:pos:R:3
N 1.599 -0.715 0.264
C 0.500 -0.121 -0.023
C 0.783 1.271 -0.551
O 1.966 1.477 -0.926
C -0.788 -0.690 0.264
C -2.068 -0.295 -0.078
O -2.127 0.714 -0.724
H 2.444 -0.300 -0.145
H 1.620 -1.183 1.364
H -0.130 1.984 -0.774
H -0.773 -1.527 0.887
H -3.026 -0.616 0.443
```

Computed properties:
Highest occupied orbital energy: -8.7 eV
LUMO level: -1.02 eV
ΔE to the lowest compared entry with this formula, charge and spin: 76.7 kcal per mole

So, what does the Mulliken scheme give us? The charges, in e, come out as: number 1, N, carries -0.41; number 2, C, carries 0.35; number 3, C, carries 0.23; number 4, O, carries -0.54; number 5, C, carries -0.64; number 6, C, carries 0.01; number 7, O, carries -0.51; number 8, H, carries 0.30; number 9, H, carries 0.29; number 10, H, carries 0.31; number 11, H, carries 0.30; number 12, H, carries 0.31

=====

Entry 5:
C6H10O | ωB97M-V/def2-TZVPD

XYZ file:
```
17
Properties=species:S:1:pos:R:3
C 2.243 0.096 0.232
C 0.760 -0.115 0.001
C 0.087 -1.173 0.453
C -1.396 -1.151 0.203
C -1.648 0.207 -0.471
C -0.206 0.868 -0.643
O -0.037 2.172 -0.118
H 2.462 0.937 0.906
H 2.800 0.284 -0.692
H 2.674 -0.799 0.702
H 0.565 -2.015 0.944
H -1.970 -1.266 1.128
H -1.673 -1.987 -0.454
H -2.195 0.048 -1.420
H -2.266 0.905 0.101
H -0.247 0.921 -1.713
H 0.047 2.068 0.843
```

Computed properties:
Highest occupied orbital energy: -9.1 eV
LUMO level: 0.98 eV
ΔE to the lowest compared entry with this formula, charge and spin: 9.3 kcal per mole

So, what does the Mulliken scheme give us? The charges, in e, come out as: number 1, C, carries -1.16; number 2, C, carries 0.25; number 3, C, carries -0.46; number 4, C, carries -0.49; number 5, C, carries -0.71; number 6, C, carries 0.13; number 7, O, carries -0.57; number 8, H, carries 0.24; number 9, H, carries 0.30; number 10, H, carries 0.33; number 11, H, carries 0.36; number 12, H, carries 0.29; number 13, H, carries 0.27; number 14, H, carries 0.30; number 15, H, carries 0.26; number 16, H, carries 0.30; number 17, H, carries 0.37